Entry 1:
Density functional theory data (wB97M-V/def2-TZVPD) for a molecular structure, C12H26BMgN2O2P2 in a non-equilibrium geometry.

The net charge is +1.

Geometry (Å):
Mg 0.23 -0.79 0.18
P 0.07 0.67 2.63
C -1.69 0.52 1.98
C -1.86 1.15 0.60
N -1.03 0.74 -0.41
C -1.14 1.19 -1.66
C -2.07 2.18 -1.93
C -2.93 2.65 -0.95
C -2.84 2.12 0.33
C -0.24 0.63 -2.71
P 0.46 -1.07 -2.31
H -3.47 2.43 1.18
H -2.11 2.56 -2.94
H -3.67 3.40 -1.15
H -0.78 0.60 -3.66
H 0.62 1.31 -2.86
H -1.70 -0.86 1.68
H -2.42 0.81 2.68
H -0.68 -3.43 0.30
O -1.49 -1.65 1.16
H -2.13 -1.96 0.49
H 0.59 -2.48 -0.65
O -0.14 -3.71 -0.42
H 0.50 -4.22 0.11
C -0.75 -2.10 -3.22
H -0.83 -1.79 -4.27
H -0.43 -3.15 -3.19
H -1.74 -1.99 -2.74
C 1.88 -1.05 -3.51
H 2.58 -1.86 -3.21
H 1.56 -1.22 -4.56
H 2.41 -0.08 -3.45
C 0.29 2.46 2.72
H -0.20 2.85 3.60
H 1.37 2.62 2.80
H -0.07 2.95 1.82
C -0.25 0.23 4.37
H 0.72 -0.06 4.79
H -0.64 1.10 4.90
H -0.94 -0.62 4.44
B 4.63 0.01 1.32
C 3.25 -0.54 0.86
N 2.20 -0.93 0.55
H 4.47 0.63 2.36
H 5.07 0.74 0.44
H 5.36 -0.96 1.50


Entry 2:
Density functional theory data (wB97M-V/def2-TZVPD) for 8 unconnected molecules or ions with the total composition C41H46FN10O2 in a non-equilibrium geometry.

The net charge is -1.

Geometry (Å):
N -0.19 2.29 -5.72
C -1.46 1.89 -6.18
C -2.42 1.11 -5.10
C -3.06 -0.31 -5.67
N -4.20 -0.63 -4.67
N -2.10 -1.47 -5.55
C -1.16 -1.60 -6.72
C 0.33 -2.01 -6.07
F 0.23 -2.57 -4.70
C -3.79 -0.17 -7.13
O -5.12 -0.48 -7.23
O -3.17 0.29 -8.38
H 0.28 2.78 -6.54
H -1.72 2.18 -7.28
H -3.23 1.88 -4.75
H -1.83 0.81 -4.11
H -4.59 0.25 -4.27
H -3.78 -1.25 -3.95
H -2.73 -2.33 -5.55
H -0.97 -0.61 -7.32
H -1.42 -2.49 -7.45
H 0.98 -2.65 -6.82
H 0.91 -0.97 -5.96
N -5.95 -1.24 -2.44
C -5.79 -2.01 -1.34
C -6.01 -1.56 -0.05
C -6.42 -0.24 0.13
C -6.59 0.58 -0.98
C -6.35 0.04 -2.24
H -5.47 -3.03 -1.54
H -5.87 -2.22 0.79
H -6.60 0.15 1.13
H -6.90 1.61 -0.88
H -6.47 0.64 -3.14
N -0.67 0.27 -1.15
C -0.62 -0.93 -1.77
C 0.53 -1.70 -1.86
C 1.70 -1.21 -1.29
C 1.68 0.03 -0.66
C 0.48 0.72 -0.61
H -1.56 -1.27 -2.20
H 0.51 -2.66 -2.36
H 2.62 -1.79 -1.35
H 2.58 0.44 -0.20
H 0.42 1.69 -0.12
N -5.06 -4.33 2.04
C -3.78 -4.55 2.42
C -3.43 -5.30 3.53
C -4.44 -5.86 4.30
C -5.77 -5.64 3.94
C -6.02 -4.88 2.81
H -3.02 -4.10 1.79
H -2.38 -5.45 3.79
H -4.20 -6.45 5.18
H -6.58 -6.06 4.52
H -7.04 -4.69 2.48
N 1.89 5.24 -1.78
C 1.94 4.03 -2.40
C 3.09 3.26 -2.49
C 4.26 3.75 -1.92
C 4.24 4.99 -1.29
C 3.05 5.69 -1.24
H 1.01 3.69 -2.83
H 3.07 2.30 -2.99
H 5.18 3.18 -1.98
H 5.14 5.40 -0.84
H 2.98 6.65 -0.75
N -0.29 -4.07 4.00
C 0.04 -4.97 4.96
C 1.27 -5.00 5.58
C 2.23 -4.07 5.21
C 1.92 -3.13 4.23
C 0.66 -3.17 3.66
H -0.74 -5.68 5.21
H 1.48 -5.75 6.35
H 3.21 -4.07 5.68
H 2.64 -2.39 3.92
H 0.36 -2.46 2.89
N 6.10 2.30 1.89
C 5.69 3.49 1.39
C 6.06 4.72 1.92
C 6.90 4.73 3.03
C 7.33 3.52 3.57
C 6.91 2.35 2.97
H 5.04 3.43 0.52
H 5.71 5.64 1.47
H 7.21 5.67 3.47
H 7.98 3.50 4.44
H 7.22 1.38 3.36
N 4.42 4.07 6.24
C 4.47 3.27 5.16
C 3.50 2.33 4.85
C 2.41 2.20 5.70
C 2.33 3.01 6.83
C 3.35 3.92 7.05
H 5.34 3.41 4.52
H 3.59 1.72 3.96
H 1.63 1.47 5.49
H 1.50 2.93 7.52
H 3.33 4.58 7.92


Energy above the lowest of the compared OMol25 structures with the same formula, charge and spin list, top to bottom, in kcal per mole: 145.2, 0.0